{"formula": "C37H58GeN3O6RuS2Se2Si", "method": "ωB97M-V with the def2-TZVPD basis set", "spin_multiplicity": 2, "total_charge": -2, "e_homo_ev": [-1.67, -1.55], "homo_lumo_gap_ha": [0.204, 0.200], "e_above_lowest_ev": 3.424, "elements": ["Ru", "C", "Si", "C", "N", "C", "C", "C", "C", "C", "C", "C", "C", "C", "C", "C", "C", "C", "C", "C", "C", "C", "H", "H", "H", "H", "H", "H", "H", "H", "H", "H", "H", "H", "H", "H", "H", "H", "H", "H", "H", "H", "H", "H", "H", "H", "O", "C", "C", "C", "O", "C", "Se", "C", "Se", "H", "H", "H", "H", "H", "H", "H", "H", "H", "H", "C", "C", "C", "C", "Ge", "C", "C", "C", "C", "H", "H", "H", "H", "H", "H", "H", "H", "H", "H", "H", "H", "H", "H", "H", "H", "H", "H", "H", "C", "C", "C", "C", "N", "C", "S", "N", "H", "H", "H", "H", "H", "O", "S", "O", "O", "O"], "xyz": [[-1.492389, 0.633358, 0.746343], [-0.281290, 0.583554, -1.083880], [1.405909, 1.054055, -1.711638], [2.750834, -0.123998, -0.996856], [2.432792, -0.476473, 0.364632], [2.361116, -1.890332, 0.638421], [3.751886, -2.545982, 0.773876], [4.712216, -1.599559, 1.519589], [3.925202, -0.575090, 2.338550], [3.094650, 0.304680, 1.397670], [2.015671, 2.853771, -1.667857], [1.140313, 3.918323, -1.883609], [1.600124, 5.223496, -1.988507], [2.954929, 5.495632, -1.876477], [3.845162, 4.452397, -1.659998], [3.374692, 3.150967, -1.559486], [1.651798, 0.653207, -3.586083], [2.160099, 1.569937, -4.509509], [2.482011, 1.197357, -5.807647], [2.293535, -0.111559, -6.224515], [1.759141, -1.035520, -5.336726], [1.439244, -0.649935, -4.043349], [-0.396145, -0.466860, -1.387224], [-1.006466, 1.169030, -1.671148], [3.771162, 0.287405, -1.075922], [2.747700, -1.031065, -1.608755], [1.799363, -2.368756, -0.168712], [1.803888, -2.033927, 1.556537], [4.156580, -2.777257, -0.216752], [3.646961, -3.490966, 1.315696], [5.340785, -1.060160, 0.802676], [5.380440, -2.174160, 2.167948], [4.601551, 0.051251, 2.927219], [3.247419, -1.093757, 3.020911], [3.742403, 1.057072, 0.927681], [2.340737, 0.836543, 1.988412], [0.076609, 3.720951, -1.958816], [0.900582, 6.032207, -2.162288], [3.319100, 6.511764, -1.965478], [4.908403, 4.649579, -1.579225], [4.087081, 2.347390, -1.415020], [2.319361, 2.595735, -4.200851], [2.890628, 1.929082, -6.495470], [2.553596, -0.409381, -7.233430], [1.599925, -2.059829, -5.653282], [1.020349, -1.383403, -3.362115], [2.396770, 5.601189, 4.280938], [2.211249, 4.889077, 3.053470], [0.753175, 4.474625, 2.795997], [-0.176558, 5.706034, 2.957471], [0.431214, 6.959719, 2.669323], [0.676306, 3.945206, 1.374483], [-1.116756, 3.213469, 0.821915], [0.357204, 3.383699, 3.769469], [-1.544955, 2.875044, 3.522880], [1.988463, 5.070901, 4.973998], [2.852219, 3.999805, 3.037790], [2.553686, 5.565739, 2.268470], [-0.591537, 5.716274, 3.972301], [-1.004466, 5.596594, 2.258839], [1.224414, 7.018321, 3.215048], [1.406975, 3.150557, 1.216105], [0.899272, 4.762297, 0.687765], [0.471943, 3.717230, 4.807372], [0.955359, 2.481493, 3.621409], [-2.591267, -5.478766, -0.936748], [-1.702356, -4.261246, -0.691311], [-2.063362, -3.496673, 0.583785], [-3.314132, -2.635966, 0.441823], [-3.140156, -0.798930, -0.435404], [-2.880235, -0.943157, -2.500710], [-4.181597, -1.171970, -3.257155], [-4.745149, -2.574160, -3.054950], [-6.017372, -2.810340, -3.865152], [-2.255378, -6.032939, -1.816618], [-3.627839, -5.178292, -1.094470], [-2.560521, -6.155155, -0.078711], [-1.784197, -3.573512, -1.537442], [-0.661341, -4.594972, -0.626512], [-1.221763, -2.852819, 0.854394], [-2.196185, -4.216549, 1.403696], [-3.681613, -2.364063, 1.434453], [-4.110023, -3.194962, -0.060543], [-4.649977, -0.505380, -0.479037], [-2.154318, -1.725071, -2.746852], [-2.447623, 0.004954, -2.826573], [-4.021740, -1.003608, -4.332380], [-4.921415, -0.440413, -2.915586], [-4.957000, -2.702697, -1.991461], [-3.985937, -3.311423, -3.336932], [-6.790244, -2.095958, -3.576477], [-6.407295, -3.818238, -3.705629], [-5.819905, -2.684292, -4.932464], [0.395108, -5.223941, 3.103383], [-0.445208, -4.041469, 3.499026], [-1.587568, -4.199382, 4.275994], [-2.242986, -3.027276, 4.626097], [-1.855277, -1.832396, 4.222578], [-0.794436, -1.770713, 3.395157], [-0.306231, -0.209144, 2.824840], [-0.051188, -2.851494, 3.074633], [0.263113, -6.047184, 3.806350], [1.444704, -4.937807, 3.062809], [0.099644, -5.569778, 2.110319], [-1.926587, -5.173344, 4.602184], [-3.117596, -3.045723, 5.271723], [-3.791274, 2.573228, 2.300930], [-4.029514, 1.527263, 1.312378], [-3.369593, 1.873985, -0.011614], [-3.327973, 0.252171, 1.777550], [-5.440830, 1.271555, 1.126046]], "atomic_forces_ev_per_a": [[-1.0, -0.2, -0.3], [0.0, 0.4, 0.1], [0.0, -0.8, 0.0], [-0.2, 0.5, -0.1], [0.2, -0.1, 0.2], [0.3, -0.1, 0.0], [0.0, 0.1, -0.1], [-0.1, 0.0, 0.1], [0.1, 0.0, -0.2], [-0.3, 0.0, 0.2], [-0.2, -0.1, 0.2], [0.0, 0.0, 0.0], [-0.1, 0.1, -0.1], [0.1, 0.0, 0.0], [0.0, 0.0, 0.0], [0.0, 0.0, 0.0], [-0.1, 0.2, 0.1], [0.0, 0.0, 0.1], [0.0, 0.0, -0.1], [0.0, 0.0, 0.0], [0.0, 0.0, 0.0], [0.0, -0.1, 0.1], [0.2, 0.1, -0.2], [0.1, -0.1, -0.3], [0.0, -0.1, -0.2], [0.0, 0.1, -0.1], [-0.1, 0.0, 0.1], [-0.3, -0.1, 0.1], [0.0, -0.1, 0.0], [0.0, 0.0, 0.0], [0.0, 0.0, 0.0], [0.1, 0.0, 0.0], [-0.1, 0.0, 0.1], [0.0, 0.0, 0.1], [0.0, -0.1, 0.0], [0.0, 0.1, 0.0], [-0.1, 0.0, 0.0], [0.0, 0.0, 0.0], [0.0, 0.0, 0.0], [0.0, 0.0, 0.0], [0.0, 0.0, 0.0], [0.0, 0.0, 0.0], [0.0, 0.0, 0.0], [0.0, 0.0, 0.0], [0.0, 0.0, 0.0], [0.0, -0.1, 0.0], [-0.1, 0.0, 0.1], [0.1, -0.2, -0.2], [0.0, 0.6, 0.1], [0.0, -0.1, 0.2], [0.2, 0.0, -0.3], [-0.2, -0.3, -0.5], [0.9, 0.5, 3.2], [-0.5, -0.5, -0.1], [0.5, 1.0, -1.9], [0.0, 0.0, 0.0], [0.0, 0.0, 0.0], [0.0, 0.0, 0.0], [0.0, 0.0, 0.0], [-0.1, 0.1, 0.2], [-0.1, 0.0, 0.1], [0.0, 0.0, 0.0], [0.0, 0.0, -0.1], [-0.2, 0.0, 0.1], [0.1, 0.0, 0.0], [0.1, 0.1, -0.1], [-0.1, 0.0, 0.2], [0.0, 0.1, -0.2], [0.3, 0.3, -0.2], [0.4, -1.9, -0.8], [0.1, 0.1, 0.7], [0.1, -0.2, 0.1], [-0.2, 0.2, -0.1], [0.1, -0.1, 0.1], [-0.1, 0.0, 0.0], [0.0, 0.0, 0.0], [0.0, 0.0, 0.0], [0.1, 0.0, -0.1], [0.0, 0.0, -0.1], [0.0, 0.0, 0.0], [0.1, 0.0, 0.0], [-0.1, 0.1, 0.0], [-0.1, 0.0, 0.0], [0.0, 0.4, 0.1], [0.1, 0.0, 0.0], [0.1, 0.0, 0.1], [-0.1, 0.0, 0.0], [-0.1, 0.0, -0.1], [0.0, -0.1, 0.0], [0.0, 0.0, 0.1], [0.0, 0.0, 0.0], [-0.1, 0.0, 0.0], [0.0, 0.0, 0.0], [-0.1, 0.0, 0.0], [-0.1, -0.1, 0.2], [0.0, 0.1, 0.0], [0.1, -0.2, 0.0], [-0.1, 0.1, -0.1], [-0.1, -0.3, 0.2], [0.5, 0.1, -1.1], [0.1, 0.1, -0.1], [0.0, 0.0, 0.0], [0.0, 0.0, 0.0], [0.0, 0.0, 0.0], [0.0, 0.0, 0.0], [0.0, 0.0, 0.0], [0.0, 0.3, -0.1], [-1.7, 0.3, 0.9], [1.1, -0.6, 0.1], [0.2, 0.5, 0.0], [0.0, 0.0, -0.1]], "mulliken_spin": [0.9048, 0.0344, -0.0054, 0.0038, -0.0017, 0.0009, 0.0003, 0.0000, -0.0009, 0.0018, -0.0093, 0.0072, -0.0002, 0.0003, -0.0003, -0.0002, 0.0005, 0.0021, 0.0001, 0.0002, -0.0003, -0.0009, 0.0142, 0.0094, -0.0003, 0.0016, 0.0001, -0.0004, 0.0000, -0.0001, 0.0001, -0.0001, 0.0002, -0.0011, 0.0009, -0.0012, -0.0043, 0.0000, 0.0000, 0.0001, -0.0003, 0.0002, 0.0000, 0.0000, 0.0000, -0.0003, 0.0001, -0.0002, -0.0036, -0.0011, 0.0002, 0.0029, 0.0762, -0.0015, -0.0416, 0.0000, -0.0001, -0.0001, -0.0010, -0.0004, 0.0000, 0.0028, 0.0006, -0.0023, 0.0022, -0.0005, 0.0015, 0.0248, -0.0104, -0.0305, -0.0159, -0.0030, -0.0006, -0.0003, 0.0001, -0.0001, 0.0001, -0.0001, 0.0001, -0.0044, 0.0041, -0.0072, 0.0042, 0.0039, 0.0013, -0.0025, -0.0006, -0.0007, 0.0015, 0.0000, 0.0000, -0.0001, 0.0001, 0.0004, 0.0006, -0.0006, -0.0002, 0.0034, 0.0257, -0.0038, -0.0036, -0.0001, -0.0001, 0.0000, -0.0002, 0.0001, 0.0014, -0.0065, 0.0044, 0.0246, 0.0002]}